Entry 1:
The following is a DFT calculation (ωB97M-V with the def2-TZVPD basis set) of a molecular structure, C17H32NOYb.

Its highest occupied orbital energy (spin up / spin down) is -15.827 / -15.812 eV. As for the multiplicity: 2. The calculation puts the energy above the lowest of the compared OMol25 structures with the same formula, charge and spin at 0.00 kJ/mol. The value obtained for the total energy is -1955.07654 a.u. The net charge is +2.

Each line ends with the Löwdin spin population.
Atoms and positions in Å:
C 1.5488 2.4452 -0.3867  0.000
H 1.8446 2.8398 0.5997  0.000
H 2.2709 2.7889 -1.1449  0.000
H 1.7000 1.3632 -0.3341  0.000
C 0.1031 2.8300 -0.7984  0.000
H -0.3490 2.0531 -1.4479  0.000
H -0.5577 2.9525 0.0721  0.000
C 0.1531 4.1294 -1.5941  0.000
H -0.8277 4.5529 -1.8557  0.000
H 0.7150 4.8977 -1.0480  0.000
H 0.6799 3.9520 -2.5441  0.000
C -0.7625 -2.3566 -1.4132  -0.001
C -1.1665 -1.2899 -2.2730  0.003
C -0.0260 -0.5139 -2.5702  0.008
C 1.0840 -1.0827 -1.9046  0.003
C 0.6304 -2.2079 -1.1792  0.010
C 1.4868 -3.0814 -0.3264  0.004
C 2.5091 -0.8066 -2.2440  0.000
C 0.0729 0.5594 -3.5951  0.002
C -2.5625 -0.8530 -2.4954  0.001
C -1.6661 -3.1391 -0.5304  -0.001
Yb -0.5067 -0.4736 -0.3529  0.965
H 3.1960 -1.1322 -1.4522  0.000
H 2.7956 -1.3573 -3.1584  0.000
H 2.6809 0.2580 -2.4479  0.000
H 2.4678 -2.6172 -0.1433  0.000
H 1.0188 -3.3149 0.6463  0.001
H 1.6781 -4.0463 -0.8272  0.001
H -2.5980 -2.6004 -0.3261  0.000
H -1.9363 -4.0888 -1.0036  0.000
H -1.1828 -3.3838 0.4220  0.000
H -2.5951 0.1456 -2.9343  0.000
H -3.0711 -1.5353 -3.1856  0.000
H -3.1559 -0.8351 -1.5694  0.000
H 0.8387 1.3084 -3.3614  0.000
H 0.3479 0.1247 -4.5680  0.001
H -0.8786 1.0784 -3.7374  0.000
C -0.0636 -0.1602 5.1937  0.000
N -0.0565 -0.1301 3.7363  0.000
C 0.9613 -0.8927 3.0240  0.000
C -0.9181 0.5607 2.9941  0.000
C -1.9359 1.4236 3.6547  0.000
O -0.8610 0.4804 1.7249  0.002
H 0.7676 -0.7883 5.5051  0.000
H -1.0017 -0.5777 5.5882  0.000
H 0.0574 0.8454 5.6217  0.000
H 0.4971 -1.6884 2.4015  0.000
H 1.5650 -0.2210 2.3783  0.000
H 1.5993 -1.3560 3.7797  0.000
H -1.7447 2.4618 3.3740  0.000
H -2.9244 1.1362 3.2921  0.000
H -1.9219 1.3433 4.7448  0.000

=====

Entry 2:
The following is a DFT calculation (ωB97M-V with the def2-TZVPD basis set) of a molecular structure, C17H33AlCl5F3LiN2NaO17P2.

Its highest occupied orbital energy is -6.161 eV. The value obtained for the total energy is -5751.18246 a.u.

Each line ends with the Mulliken charge.
Atoms and positions in Å:
C -0.8595 0.5231 2.4914  -1.004
C 0.3286 1.3903 1.9835  -0.056
O 0.6177 2.4175 2.7829  -0.322
N -0.2994 3.4486 2.1879  -0.528
C 0.2034 4.6928 2.5017  -0.553
O 1.1484 5.2742 1.4894  -0.388
C 0.5824 5.6170 0.3546  0.872
F -0.5048 6.3577 0.4297  -0.268
F 1.3999 6.4126 -0.3615  -0.316
F 0.3038 4.5651 -0.4554  -0.254
H -0.6237 -0.5354 2.4103  0.323
H -1.0877 0.7832 3.5161  0.292
H -1.7601 0.6933 1.8679  0.291
H 0.0675 1.8379 0.9912  0.333
H 1.1968 0.7415 1.8167  0.530
H -0.5929 5.3879 2.7514  0.361
H 0.8141 4.5650 3.3972  0.333
Al -1.1058 1.4717 -0.0550  0.271
C -4.5241 0.1175 -6.0774  -1.220
C -3.5817 0.4664 -4.9552  0.477
C -2.6073 -0.6274 -4.6003  -0.479
O -2.3699 -0.3784 -3.2047  -0.296
C -3.4704 0.2435 -2.7170  0.637
O -3.6822 0.4190 -1.5593  -0.554
O -4.2946 0.6317 -3.7121  -0.332
H -5.1866 0.9553 -6.2922  0.388
H -3.9804 -0.1360 -6.9871  0.408
H -5.1604 -0.7205 -5.7988  0.111
H -3.0619 1.4032 -5.1729  0.269
H -1.6816 -0.5661 -5.1667  0.332
H -3.0264 -1.6305 -4.7079  0.296
C 2.1146 7.3800 -3.2432  -0.650
N 3.0911 7.4121 -4.3708  0.902
O 3.6264 8.5052 -4.6342  -0.723
O 3.3062 6.3898 -4.9489  -0.485
H 2.0260 8.3753 -2.8224  0.346
H 1.1559 7.0516 -3.6367  0.282
H 2.4935 6.6779 -2.5037  0.360
C 2.1821 -0.1859 7.0947  -0.764
O 1.1909 -1.0189 6.4568  -0.293
P 1.7066 -1.9773 5.1576  1.155
O 0.3090 -2.1710 4.6432  -0.651
O 2.2072 -3.1538 6.1749  -0.326
C 1.3886 -3.5445 7.2718  -0.677
O 2.4691 -2.7239 3.8865  -0.451
C 2.1987 -4.1117 3.6836  -0.494
H 1.7125 0.3086 7.9412  0.251
H 3.0201 -0.7895 7.4571  0.346
H 2.5489 0.5706 6.4009  0.305
H 0.3341 -3.3467 7.0827  0.342
H 1.7059 -3.0264 8.1775  0.249
H 1.5251 -4.6146 7.4236  0.270
H 1.1316 -4.3210 3.7346  0.364
H 2.7333 -4.7152 4.4147  0.226
H 2.5628 -4.3727 2.6924  0.154
C -8.2536 -1.1674 -6.4071  0.384
Cl -7.0863 -1.9057 -7.4287  -0.057
Cl -8.2652 0.5931 -6.6272  -0.102
Cl -9.8737 -1.7952 -6.7275  -0.105
Cl -7.8347 -1.5359 -4.6543  -0.228
O -2.3132 7.2337 -2.5107  -0.431
P -1.5565 8.5066 -2.1281  0.700
O -1.9267 8.8271 -0.6791  -0.408
O -2.0998 9.6114 -3.0364  -0.499
O -0.0543 8.3450 -2.2923  -0.352
O 1.5929 -7.5876 1.8401  -0.548
C 2.7484 -7.6901 1.5482  0.799
O 3.6096 -6.7258 1.9276  -0.343
C 5.0298 -6.8301 1.8078  -0.404
C 5.5043 -6.4127 0.4312  -0.995
C 3.2453 -8.8294 0.6884  -1.054
H 5.3701 -7.8304 2.0796  0.352
H 5.4385 -6.1500 2.5534  0.335
H 5.1010 -7.0607 -0.3470  0.275
H 6.5927 -6.4432 0.3761  0.369
H 5.1701 -5.3992 0.2091  0.304
H 3.0782 -8.5816 -0.3587  0.267
H 2.6737 -9.7190 0.9401  0.317
H 4.2935 -9.0759 0.8416  0.335
Na 5.2239 8.9646 -3.1057  0.985
Li -9.1456 -2.1831 -2.6472  0.912
Cl -8.2038 -3.5784 -8.9756  -0.798

=====

Entry 3:
The following is a DFT calculation (ωB97M-V with the def2-TZVPD basis set) of a molecular structure, C17H33AlO.

Its highest occupied orbital energy is -15.960 eV. The value obtained for the total energy is -984.64183 a.u. The net charge is +2.

Each line ends with the Mulliken charge.
Atoms and positions in Å:
C -0.3375 -2.3466 -2.0680  -0.453
H -0.5508 -3.4251 -2.0159  0.450
H -1.1930 -1.8676 -2.5628  0.271
H -0.2905 -1.9479 -1.0097  -0.259
C 0.9668 -2.0907 -2.8138  0.009
H 1.2156 -1.0245 -2.7395  0.219
H 1.7746 -2.6249 -2.2993  0.280
C 0.9715 -2.5038 -4.2846  -1.440
H 1.9333 -2.2517 -4.7424  0.388
H 0.8280 -3.5836 -4.3969  0.365
H 0.1891 -1.9928 -4.8561  0.349
C -0.2580 1.8421 0.9761  0.790
C 0.3473 2.0552 -0.3124  0.367
C -0.5781 1.6121 -1.3271  1.057
C -1.7653 1.1022 -0.6468  0.358
C -1.5512 1.2436 0.7776  0.856
C -2.5977 1.1031 1.8242  -1.518
C -3.0801 0.8186 -1.2918  -1.576
C -0.4990 1.9642 -2.7769  -1.490
C 1.5554 2.8881 -0.5487  -1.696
C 0.2498 2.3951 2.2668  -1.480
Al -0.1294 -0.0212 -0.1240  -0.528
H -3.7396 0.2798 -0.6048  0.421
H -3.5860 1.7554 -1.5791  0.350
H -2.9502 0.2066 -2.1954  0.335
H -3.4036 0.4473 1.4793  0.434
H -2.1671 0.6919 2.7450  0.340
H -3.0453 2.0788 2.0661  0.356
H 1.3483 2.4432 2.2806  0.387
H -0.1324 3.4195 2.4238  0.359
H -0.0654 1.7805 3.1227  0.367
H 1.9340 2.7522 -1.5673  0.442
H 1.3245 3.9567 -0.4222  0.344
H 2.3458 2.6278 0.1666  0.398
H -0.8685 1.1397 -3.4037  0.375
H -1.1071 2.8583 -2.9989  0.357
H 0.5320 2.1836 -3.0729  0.431
C 3.3547 -0.7813 2.1902  -1.444
C 2.5085 -0.8127 0.9387  -0.247
O 1.0843 -0.5122 1.2614  0.392
C 0.5747 -1.3002 2.4361  -0.524
C 0.4621 -2.7662 2.0921  -1.018
H 3.3214 0.2014 2.6773  0.314
H 4.3878 -0.9671 1.8864  0.468
H 3.0927 -1.5637 2.9091  0.425
H 2.8256 -0.0505 0.2159  0.492
H 2.5168 -1.8019 0.4628  0.317
H 1.2921 -1.1000 3.2383  0.536
H -0.3846 -0.8402 2.7019  0.258
H 1.4558 -3.2081 1.9468  0.325
H -0.0277 -3.2735 2.9303  0.461
H -0.1467 -2.9447 1.1943  0.229